27
Properties=species:S:1:pos:R:3 method="wB97M-V/def2-TZVPD" gap_ev=8.4 molar_mass_g_mol=271.4 smiles=c1csc(-c2nnc3n2-c2ccccc2SC3)c1 e_above_lowest_ev=1.487 e_tot_ha=-1461.36058
C 0.55 -3.69 0.58
C -0.03 -4.20 1.70
S -1.04 -2.96 2.63
C -0.61 -1.73 1.44
C -1.32 -0.53 1.25
N -2.47 -0.21 1.84
N -3.08 0.85 1.19
C -2.19 1.32 0.40
N -0.99 0.59 0.47
C 0.14 0.91 -0.29
C 1.42 0.47 0.21
C 2.53 0.90 -0.58
C 2.43 1.70 -1.69
C 1.19 2.08 -2.12
C 0.12 1.75 -1.43
S -1.34 2.43 -2.09
C -2.20 2.58 -0.48
C 0.18 -2.28 0.45
H 1.16 -4.09 -0.18
H 0.24 -5.22 2.02
H 1.67 0.00 1.19
H 3.58 0.65 -0.25
H 3.32 1.70 -2.36
H 1.04 2.57 -3.02
H -3.20 2.95 -0.66
H -1.65 3.27 0.18
H 0.55 -1.81 -0.41